[1]
Formula: C27H50O21S
Source: the OMol25 dataset
Level of theory: ωB97M-V/def2-TZVPD

As for the structure (SMILES): O=C1O[C@@H](C[C@H]2CO2)[C@H](C[SH](=O)=O)O1.CCOC(=O)OC.CCOC(=O)OC.CCOC(=O)OC.CCOC(=O)OC.CCOC(=O)OC. The value obtained for the HOMO-LUMO gap is 10.60 eV. For the highest occupied orbital energy, the calculation gives -10.57 eV. The value obtained for the LUMO energy is 0.03 eV.

The geometry in ORCA input format:
```
! RIJCOSX wB97M-V def2-TZVPD def2/J DEFGRID3
* xyz 0 1
O 3.282 5.014 6.606
C 3.083 4.458 5.560
O 2.217 4.905 4.571
C 1.701 3.639 4.098
C 0.631 3.668 3.028
C -0.670 3.764 3.804
C -1.862 3.099 3.110
O -1.104 2.591 4.339
C 3.031 2.979 3.872
C 3.115 1.541 3.408
S 2.601 0.345 4.658
O 1.681 0.962 5.561
O 3.739 -0.258 5.277
O 3.632 3.278 5.153
H 1.270 3.220 5.008
H 0.618 4.581 2.440
H 0.538 2.754 2.455
H -0.874 4.675 4.335
H -2.751 3.378 3.654
H -1.748 2.164 2.590
H 3.703 3.519 3.200
H 2.569 1.379 2.484
H 4.164 1.320 3.232
H 1.957 -0.671 4.016
C -1.390 0.975 -4.006
C -1.156 0.558 -2.571
O -0.377 1.530 -1.854
C -1.041 2.614 -1.462
O -2.209 2.837 -1.631
O -0.177 3.424 -0.843
C -0.738 4.672 -0.433
H -0.442 1.196 -4.500
H -1.899 0.184 -4.556
H -1.999 1.877 -4.061
H -0.578 -0.364 -2.544
H -2.095 0.369 -2.051
H -1.633 4.522 0.167
H -0.964 5.289 -1.301
H 0.010 5.177 0.173
C 6.547 -2.950 2.910
C 5.054 -3.084 2.702
O 4.588 -2.218 1.652
C 4.826 -2.637 0.412
O 5.366 -3.662 0.096
O 4.362 -1.709 -0.430
C 4.622 -1.989 -1.807
H 6.816 -1.906 3.073
H 6.866 -3.537 3.770
H 7.097 -3.295 2.035
H 4.530 -2.769 3.603
H 4.769 -4.117 2.503
H 4.268 -2.980 -2.080
H 5.688 -1.898 -2.012
H 4.084 -1.245 -2.388
C -5.215 -5.326 -4.655
C -5.221 -4.050 -5.470
O -3.972 -3.352 -5.356
C -2.974 -3.849 -6.082
O -3.030 -4.795 -6.820
O -1.885 -3.115 -5.839
C -0.705 -3.591 -6.491
H -4.944 -5.116 -3.619
H -6.197 -5.801 -4.675
H -4.485 -6.036 -5.041
H -5.984 -3.377 -5.085
H -5.454 -4.242 -6.517
H -0.868 -3.712 -7.560
H -0.386 -4.532 -6.048
H 0.066 -2.843 -6.332
C 5.784 6.354 7.795
C 5.706 7.638 6.999
O 6.955 8.352 7.007
C 7.889 7.876 6.193
O 7.779 6.936 5.450
O 8.987 8.622 6.343
C 10.106 8.171 5.580
H 6.144 6.553 8.807
H 4.808 5.882 7.851
H 6.480 5.649 7.340
H 4.979 8.308 7.452
H 5.385 7.454 5.974
H 9.848 8.060 4.530
H 10.477 7.228 5.980
H 10.880 8.927 5.678
C -11.810 -9.095 -5.333
C -11.129 -7.981 -4.567
O -9.954 -7.513 -5.246
C -10.178 -6.706 -6.281
O -11.250 -6.333 -6.674
O -8.998 -6.392 -6.819
C -9.099 -5.597 -8.003
H -11.103 -9.898 -5.547
H -12.642 -9.500 -4.757
H -12.195 -8.737 -6.287
H -10.786 -8.351 -3.603
H -11.809 -7.151 -4.376
H -9.706 -4.710 -7.833
H -9.515 -6.191 -8.815
H -8.094 -5.284 -8.273
*
```



[2]
Formula: C14H14N2O6PtS
Source: the OMol25 dataset
Level of theory: ωB97M-V/def2-TZVPD

The value obtained for the HOMO-LUMO gap (spin up / spin down) is 7.92 / 7.99 eV. For the highest occupied orbital energy (spin up / spin down), the calculation gives -10.76 / -10.83 eV. The value obtained for the LUMO energy (spin up / spin down) is -2.84 / -2.83 eV.

The geometry in ORCA input format:
```
! RIJCOSX wB97M-V def2-TZVPD def2/J DEFGRID3
* xyz 1 2
Pt 0.597 0.245 0.239
O 0.812 4.075 1.975
C 0.306 2.932 1.579
O 1.031 2.039 1.158
C -1.185 2.882 1.793
O -1.743 1.730 1.228
C -2.482 0.933 2.058
C -1.152 -1.557 3.437
O -2.181 -1.917 3.822
O -0.126 -1.187 3.041
H 1.778 4.068 1.867
H -1.345 2.929 2.874
H -1.626 3.779 1.351
H -2.834 1.351 2.990
H -2.985 0.131 1.544
O 0.202 -1.507 -0.541
N 0.968 -2.525 -0.065
C 0.528 -3.768 -0.353
C 1.240 -4.858 0.057
C 2.421 -4.657 0.782
C 2.838 -3.380 1.065
C 2.090 -2.277 0.634
S 2.548 -0.635 0.907
H -0.395 -3.798 -0.912
H 0.878 -5.847 -0.174
H 2.999 -5.503 1.126
H 3.739 -3.190 1.630
C -0.863 2.188 -4.277
C -1.449 2.763 -3.160
C -1.145 2.249 -1.913
N -0.304 1.227 -1.736
C 0.253 0.671 -2.815
C 0.002 1.120 -4.099
H -1.079 2.564 -5.268
H -2.137 3.591 -3.249
H -1.603 2.657 -1.024
H 0.925 -0.156 -2.633
H 0.480 0.638 -4.939
*
```



[3]
Formula: C36H47GeN4OPS2Zr
Source: the OMol25 dataset
Level of theory: ωB97M-V/def2-TZVPD

The value obtained for the HOMO-LUMO gap (spin up / spin down) is 3.13 / 0.43 eV. For the highest occupied orbital energy (spin up / spin down), the calculation gives -17.78 / -17.78 eV. The value obtained for the LUMO energy (spin up / spin down) is -14.65 / -17.36 eV.

The geometry in ORCA input format:
```
! RIJCOSX wB97M-V def2-TZVPD def2/J DEFGRID3
* xyz 4 1
Zr -1.136 0.568 0.372
C 1.107 2.274 2.784
C -0.239 2.033 3.023
C -1.221 2.676 2.244
C -0.824 3.578 1.251
C 0.529 3.802 1.003
C 1.483 3.159 1.775
H 1.852 1.852 3.447
H -0.532 1.462 3.891
H -2.254 2.646 2.575
H -1.553 4.229 0.790
H 0.824 4.552 0.280
H 2.524 3.429 1.666
O -1.080 -0.512 -1.779
C -2.302 -1.109 -2.272
C -3.469 -0.651 -1.461
C -4.742 -1.045 -1.837
C -5.827 -0.609 -1.102
C -5.603 0.253 -0.029
C -4.316 0.586 0.293
N -3.240 0.125 -0.393
H -0.353 -1.043 -2.130
H -2.238 -2.199 -2.222
H -2.449 -0.830 -3.316
H -4.869 -1.689 -2.698
H -6.828 -0.933 -1.354
H -6.427 0.646 0.550
H -4.119 1.227 1.142
C 6.644 3.166 -1.934
C 6.479 3.019 -0.427
C 5.756 1.699 0.013
C 4.288 1.928 -0.221
Ge 3.116 0.279 0.026
C 3.075 -1.058 -1.442
C 4.455 -1.282 -2.066
C 4.906 -0.224 -3.067
C 6.263 -0.568 -3.676
H 7.349 3.975 -2.124
H 5.720 3.446 -2.445
H 7.067 2.268 -2.388
H 5.965 3.886 -0.008
H 7.460 2.966 0.049
H 5.964 1.527 1.068
H 6.162 0.867 -0.566
H 4.002 2.096 -1.277
H 3.902 2.737 0.390
H 0.740 0.714 0.197
H 2.348 -0.609 -2.135
H 2.646 -1.978 -1.041
H 4.380 -2.248 -2.582
H 5.228 -1.442 -1.306
H 4.980 0.761 -2.590
H 4.160 -0.134 -3.863
H 7.051 -0.573 -2.921
H 6.534 0.158 -4.440
H 6.240 -1.553 -4.143
S -2.244 -0.335 2.554
P -1.695 -2.218 2.012
S -0.307 -2.006 0.552
C -3.166 -3.066 1.411
C -3.098 -3.924 0.314
C -4.227 -4.646 -0.053
C -5.397 -4.526 0.684
C -5.459 -3.673 1.781
C -4.340 -2.944 2.156
C -1.139 -3.187 3.400
C -1.710 -2.959 4.652
C -1.381 -3.800 5.704
C -0.520 -4.870 5.493
C 0.065 -5.075 4.249
C -0.259 -4.246 3.187
H -2.169 -4.046 -0.231
H -4.184 -5.317 -0.901
H -6.268 -5.110 0.414
H -6.368 -3.590 2.361
H -4.383 -2.298 3.025
H -2.386 -2.127 4.816
H -1.804 -3.620 6.683
H -0.320 -5.558 6.303
H 0.760 -5.890 4.103
H 0.174 -4.425 2.209
N -3.566 4.841 -2.552
C -2.593 3.933 -2.444
C -2.517 3.014 -1.370
N -1.483 2.190 -1.239
C -0.515 2.232 -2.173
C -0.647 3.064 -3.273
N -1.659 3.899 -3.404
H -4.308 4.935 -1.881
H -3.560 5.460 -3.349
H -3.314 2.957 -0.639
H 0.335 1.581 -2.051
H 0.080 3.049 -4.077
*
```



[4]
Formula: C2H3N2O3
Source: the OMol25 dataset
Level of theory: ωB97M-V/def2-TZVPD

The value obtained for the HOMO-LUMO gap (spin up / spin down) is 8.42 / 8.15 eV. For the highest occupied orbital energy (spin up / spin down), the calculation gives -14.06 / -14.49 eV. The value obtained for the LUMO energy (spin up / spin down) is -5.64 / -6.33 eV.

The geometry in ORCA input format:
```
! RIJCOSX wB97M-V def2-TZVPD def2/J DEFGRID3
* xyz 1 1
C 0.129 -1.429 0.142
C -1.201 0.474 -0.361
N -0.872 -0.609 0.358
N 1.608 1.050 0.051
O 0.543 -2.383 -0.369
O 1.991 2.113 -0.147
O 1.945 -0.016 0.435
H -0.887 0.497 -1.365
H -1.870 1.040 0.035
H -1.385 -0.737 1.221
*
```



[5]
Formula: C20H17NO5
Source: the OMol25 dataset
Level of theory: ωB97M-V/def2-TZVPD

The value obtained for the HOMO-LUMO gap is 8.30 eV. For the highest occupied orbital energy, the calculation gives -8.22 eV. The value obtained for the LUMO energy is 0.08 eV.

The geometry in ORCA input format:
```
! RIJCOSX wB97M-V def2-TZVPD def2/J DEFGRID3
* xyz 0 1
C -1.731 -2.097 -0.044
C -1.016 -0.755 -0.089
C -1.552 0.606 -0.079
C -0.564 1.380 -0.041
C 0.542 0.470 -0.179
C 1.869 0.976 0.049
O 2.161 2.105 0.195
N 2.764 0.018 -0.143
C 4.120 0.015 -0.105
C 4.974 1.113 0.006
C 6.253 1.283 0.043
C 6.850 -0.056 -0.092
C 6.214 -1.502 -0.128
C 4.839 -1.163 0.012
H 4.219 -2.173 -0.173
H 6.631 -2.304 0.099
C 8.459 -0.433 0.072
O 8.994 -1.369 0.088
O 9.163 1.021 -0.020
H 9.987 0.814 0.167
H 6.854 1.982 -0.047
H 4.319 2.209 0.183
H 2.344 -0.802 0.012
O 0.114 -0.618 0.105
H -0.657 2.652 -0.224
C -3.066 0.945 -0.073
O -3.957 -0.402 0.054
C -5.285 0.106 0.008
C -6.062 1.127 0.053
C -7.334 1.156 0.007
C -8.094 0.140 -0.025
C -7.478 -1.212 -0.002
C -6.037 -1.192 0.152
H -5.562 -2.297 0.186
H -8.044 -2.171 0.199
H -9.142 0.268 0.056
H -7.844 2.155 -0.313
H -5.438 2.110 0.137
H -3.385 1.499 -0.987
H -3.447 1.746 0.866
H -2.271 -2.360 0.940
H -1.138 -2.773 0.015
H -2.565 -2.218 -0.940
*
```



[6]
Formula: C24H40O12Tl
Source: the OMol25 dataset
Level of theory: ωB97M-V/def2-TZVPD

The value obtained for the HOMO-LUMO gap is 3.57 eV. For the highest occupied orbital energy, the calculation gives -11.73 eV. The value obtained for the LUMO energy is -8.15 eV.

The geometry in ORCA input format:
```
! RIJCOSX wB97M-V def2-TZVPD def2/J DEFGRID3
* xyz 1 1
Tl -2.352 1.357 -3.254
C 0.184 -2.344 -5.600
C -0.393 -1.940 -4.139
C 0.745 -1.451 -3.285
O -1.410 -1.200 -4.318
H -0.537 -2.888 -6.192
H 1.091 -2.919 -5.409
H 0.598 -1.489 -6.142
H -0.690 -3.002 -3.929
H 1.484 -2.258 -3.256
H 0.418 -1.130 -2.275
H 1.291 -0.622 -3.743
C -0.550 0.320 0.121
O -0.589 0.765 -1.158
H -1.118 -0.617 0.280
H 0.471 0.192 0.501
H -0.999 1.066 0.814
O -5.343 4.188 4.574
C -4.479 3.487 4.201
O -3.428 3.127 4.962
C -2.398 2.517 4.207
C -3.024 2.140 2.830
C -4.371 2.883 2.806
H -1.878 1.681 4.666
H -1.608 3.258 4.033
H -3.060 1.051 2.845
H -2.341 2.468 2.048
H -5.152 2.137 2.683
H -4.378 3.631 2.024
O -1.465 4.070 -2.439
C -0.886 4.396 -1.443
O 0.242 5.088 -1.485
C 0.856 5.285 -0.180
C -0.082 4.574 0.813
C -1.246 4.052 0.003
H 0.827 6.362 -0.024
H 1.847 4.847 -0.191
H -0.354 5.165 1.689
H 0.488 3.793 1.334
H -2.105 4.744 0.050
H -1.603 3.035 0.060
O -3.699 -0.664 -1.811
C -3.903 -1.435 -0.901
O -4.181 -2.719 -1.173
C -4.263 -3.499 0.039
C -3.715 -2.596 1.137
C -4.028 -1.183 0.579
H -3.616 -4.375 0.010
H -5.306 -3.794 0.112
H -2.629 -2.567 1.165
H -4.242 -2.742 2.072
H -3.329 -0.412 0.903
H -4.993 -0.756 0.859
O 5.768 0.488 -2.465
C 5.480 0.130 -1.361
O 6.136 -0.864 -0.714
C 5.971 -0.720 0.717
C 4.645 0.026 0.897
C 4.361 0.658 -0.470
H 6.827 -0.259 1.214
H 5.919 -1.755 1.068
H 4.616 0.738 1.725
H 3.871 -0.676 1.213
H 4.467 1.742 -0.463
H 3.388 0.403 -0.883
O 4.775 -5.030 -0.307
C 3.849 -4.364 0.033
O 3.398 -3.322 -0.737
C 2.289 -2.661 -0.152
C 2.350 -3.071 1.325
C 2.982 -4.464 1.293
H 1.380 -3.026 -0.644
H 2.283 -1.588 -0.290
H 1.366 -3.060 1.796
H 3.038 -2.490 1.937
H 2.344 -5.325 1.089
H 3.694 -4.586 2.104
*
```



[7]
Formula: C54H45N2P4PtTe
Source: the OMol25 dataset
Level of theory: ωB97M-V/def2-TZVPD

The value obtained for the HOMO-LUMO gap (spin up / spin down) is 4.53 / 4.53 eV. For the highest occupied orbital energy (spin up / spin down), the calculation gives -8.49 / -8.49 eV. The value obtained for the LUMO energy (spin up / spin down) is -3.96 / -3.96 eV.

The geometry in ORCA input format:
```
! RIJCOSX wB97M-V def2-TZVPD def2/J DEFGRID3
* xyz 1 1
Pt -0.908 -0.386 -0.051
Te 2.908 3.302 -0.265
C 2.652 4.016 -2.240
C 2.252 3.197 -3.282
C 2.033 3.761 -4.530
N 2.201 5.053 -4.801
C 2.613 5.827 -3.800
C 2.846 5.365 -2.512
C 1.623 1.657 -0.354
P -0.066 1.774 0.074
C -0.238 2.639 1.670
C -1.286 3.519 1.929
C -1.374 4.161 3.157
C -0.429 3.912 4.142
C 0.607 3.021 3.896
C 0.704 2.392 2.665
C -0.921 2.835 -1.130
C -1.796 2.249 -2.044
C -2.388 3.008 -3.043
C -2.114 4.364 -3.128
C -1.265 4.962 -2.204
C -0.676 4.205 -1.205
P 2.164 -0.009 -0.507
C 1.174 -0.825 -1.814
C 0.224 -0.168 -2.603
C -0.438 -0.843 -3.626
C -0.134 -2.168 -3.894
C 0.812 -2.830 -3.116
C 1.442 -2.174 -2.072
C 3.840 0.025 -1.199
C 4.911 -0.005 -0.310
C 6.214 0.074 -0.779
C 6.454 0.171 -2.143
C 5.392 0.183 -3.036
C 4.089 0.109 -2.568
H 2.102 2.138 -3.129
H 1.704 3.137 -5.355
H 2.757 6.877 -4.033
H 3.151 6.063 -1.741
H -2.024 3.725 1.164
H -2.179 4.860 3.341
H -0.497 4.414 5.098
H 1.354 2.833 4.658
H 1.533 1.722 2.460
H -2.010 1.183 -1.977
H -3.060 2.543 -3.752
H -2.566 4.959 -3.911
H -1.054 6.021 -2.267
H -0.014 4.677 -0.491
H 0.024 0.885 -2.440
H -1.172 -0.318 -4.226
H -0.627 -2.687 -4.706
H 1.057 -3.864 -3.328
H 2.170 -2.697 -1.460
H 4.720 -0.087 0.754
H 7.042 0.057 -0.082
H 7.470 0.230 -2.511
H 5.579 0.256 -4.100
H 3.263 0.116 -3.270
N -1.282 -2.626 1.758
P -0.607 -1.118 2.116
C -1.414 -0.532 3.609
C -2.559 0.252 3.489
C -3.276 0.604 4.621
C -2.851 0.174 5.869
C -1.713 -0.616 5.991
C -0.992 -0.973 4.864
C 1.124 -1.393 2.497
C 1.806 -2.413 1.836
C 3.173 -2.545 1.998
C 3.869 -1.648 2.797
C 3.193 -0.628 3.454
C 1.823 -0.499 3.307
P -1.923 -2.486 0.196
C -1.576 -4.047 -0.628
C -0.425 -4.146 -1.408
C -0.090 -5.356 -1.995
C -0.902 -6.464 -1.804
C -2.054 -6.367 -1.032
C -2.399 -5.159 -0.449
C -3.720 -2.413 0.336
C -4.464 -2.276 -0.836
C -5.845 -2.203 -0.775
C -6.489 -2.260 0.456
C -5.752 -2.386 1.623
C -4.366 -2.460 1.566
H -1.466 -3.364 2.427
H -2.892 0.575 2.508
H -4.163 1.217 4.527
H -3.408 0.453 6.754
H -1.390 -0.955 6.965
H -0.106 -1.586 4.962
H 1.266 -3.104 1.199
H 3.699 -3.347 1.497
H 4.940 -1.748 2.912
H 3.734 0.063 4.087
H 1.297 0.292 3.828
H 0.201 -3.270 -1.557
H 0.800 -5.432 -2.606
H -0.643 -7.408 -2.264
H -2.688 -7.232 -0.892
H -3.309 -5.081 0.134
H -3.964 -2.230 -1.798
H -6.420 -2.102 -1.685
H -7.569 -2.203 0.502
H -6.253 -2.426 2.581
H -3.798 -2.542 2.484
*
```



[8]
Formula: C2H7NO
Source: the OMol25 dataset
Level of theory: ωB97M-V/def2-TZVPD

The value obtained for the HOMO-LUMO gap (spin up / spin down) is 11.35 / 5.93 eV. For the highest occupied orbital energy (spin up / spin down), the calculation gives -15.33 / -15.20 eV. The value obtained for the LUMO energy (spin up / spin down) is -3.97 / -9.26 eV.

The geometry in ORCA input format:
```
! RIJCOSX wB97M-V def2-TZVPD def2/J DEFGRID3
* xyz 1 2
C -0.047 1.057 0.034
O 1.160 1.328 0.698
C -0.061 -0.347 -0.609
N -0.709 -1.234 0.276
H -0.863 1.243 0.743
H -0.128 1.859 -0.707
H 1.704 0.598 1.049
H -0.517 -0.263 -1.600
H 0.954 -0.678 -0.886
H -0.304 -1.539 1.169
H -1.188 -2.024 -0.168
*
```



[9]
Formula: C3H2N2O
Source: the OMol25 dataset
Level of theory: ωB97M-V/def2-TZVPD

The value obtained for the HOMO-LUMO gap (spin up / spin down) is 6.21 / 8.00 eV. For the highest occupied orbital energy (spin up / spin down), the calculation gives -5.72 / -11.49 eV. The value obtained for the LUMO energy (spin up / spin down) is 0.49 / -3.49 eV.

The geometry in ORCA input format:
```
! RIJCOSX wB97M-V def2-TZVPD def2/J DEFGRID3
* xyz 0 3
C 0.854 0.969 0.778
C -0.973 -0.109 -0.609
C 0.500 -0.025 -0.365
N 1.279 1.794 1.455
N -0.340 -1.141 0.009
O -2.002 0.265 -1.009
H 1.269 -0.198 -1.164
H -0.587 -1.555 0.906
*
```



[10]
Formula: C3H2N2O2
Source: the OMol25 dataset
Level of theory: ωB97M-V/def2-TZVPD

As for the structure (SMILES): [H]/N=C(/C#N)OC=O. The value obtained for the HOMO-LUMO gap is 10.02 eV. For the highest occupied orbital energy, the calculation gives -10.87 eV. The value obtained for the LUMO energy is -0.85 eV.

The geometry in ORCA input format:
```
! RIJCOSX wB97M-V def2-TZVPD def2/J DEFGRID3
* xyz 0 1
H 1.670 0.528 -2.265
N 1.798 0.816 -1.294
C 0.915 0.423 -0.497
C 0.746 0.616 0.911
N 0.031 0.318 1.780
O -0.366 -0.599 -0.584
C -1.269 -0.595 0.507
O -1.513 -1.703 0.881
H -1.942 0.276 0.651
*
```